(1)
# C14H30F6NaO12S2

A structure of composition C14H30F6NaO12S2 in a non-equilibrium geometry (ωB97M-V/def2-TZVPD, OMol25).

```
65
Properties=species:S:1:pos:R:3
Na 0.09238 -0.11820 -0.00911
C 2.29035 -0.75705 4.24423
F 3.37464 -1.36997 3.77696
F 1.26710 -1.61357 4.39157
F 2.57537 -0.28901 5.46766
S 1.74291 0.67958 3.13749
O 0.55980 1.18074 3.80410
O 2.89894 1.56245 3.13587
O 1.48784 0.04322 1.83473
C -4.47028 0.86801 1.16718
F -4.45853 0.19118 -0.00702
F -5.62013 1.49159 1.33069
F -4.33890 -0.07024 2.11895
S -2.99822 2.04996 1.17876
O -3.04330 2.63474 2.49605
O -1.85690 1.17706 0.89121
O -3.29179 2.96744 0.07106
C 0.47205 3.29967 -0.00783
O 0.37881 2.18538 -0.85794
C -0.20089 2.50677 -2.11231
C -0.32505 1.32156 -3.07817
O -0.95178 0.26318 -2.42434
C -2.37695 0.24125 -2.47856
H 1.02017 4.15206 -0.42365
H 0.96795 3.02202 0.92488
H -0.54310 3.57658 0.30656
H 0.29786 3.35232 -2.60324
H -1.20486 2.86721 -1.83716
H 0.73112 1.09686 -3.25726
H -0.76482 1.66243 -4.01772
H -2.68622 -0.02086 -3.49895
H -2.80007 1.22019 -2.25109
H -2.70287 -0.54180 -1.80217
C -0.67331 -3.16282 -1.10594
O -1.17775 -2.43279 0.00637
C -0.90013 -3.05339 1.26817
C -1.96519 -2.73466 2.28431
O -3.15113 -3.49678 2.21289
C -3.83558 -3.34318 0.98983
H -1.24292 -4.08238 -1.27710
H 0.37177 -3.46401 -0.95979
H -0.72194 -2.42805 -1.91176
H 0.11865 -2.81458 1.59476
H -0.81779 -4.14083 1.10902
H -2.18890 -1.66422 2.21298
H -1.53519 -2.94882 3.26273
H -4.18582 -2.31342 0.87551
H -4.71597 -3.98612 1.00545
H -3.24638 -3.61335 0.11067
C 3.93833 2.78325 -1.60491
O 4.02950 1.39069 -1.67755
C 3.93614 0.75890 -0.41728
C 3.57121 -0.70946 -0.53547
O 2.26140 -0.89143 -1.05202
C 2.28001 -0.92603 -2.46530
H 4.78410 3.20432 -1.04277
H 3.03227 3.11204 -1.07842
H 3.89422 3.21778 -2.60255
H 3.13839 1.19105 0.20273
H 4.86380 0.93258 0.14430
H 3.56338 -1.01936 0.51291
H 4.27014 -1.33220 -1.09988
H 1.26098 -1.12956 -2.79598
H 2.91776 -1.73438 -2.83694
H 2.60330 -0.00152 -2.94043
```

Results
- Relative energy (zero: lowest compared OMol25 entry of this formula, charge and spin): 10.5 kcal/mol
- Net charge: -1
- LUMO energy: 1.74 eV
- Kohn-Sham gap: 8.256 eV

***

(2)
# H11NO4

A cluster of 5 separate species, H11NO4 in total in a non-equilibrium geometry (ωB97M-V/def2-TZVPD, OMol25).

```
16
Properties=species:S:1:pos:R:3
N -3.52514 0.65103 0.52262
H -3.94728 0.23888 1.32807
H -3.30159 1.63530 0.69070
H -2.78739 0.10930 0.02004
H 2.26077 -1.21800 0.30457
H 1.74790 -2.44612 0.89319
O 1.56977 -1.93198 0.10778
H 3.19118 0.73532 0.02317
H 1.66581 1.03412 0.37016
O 2.49749 0.50437 0.66941
H -0.36174 2.23779 -0.09264
H -0.23974 0.75653 -0.65757
O 0.23582 1.66175 -0.56906
H 0.00195 -1.26015 -0.47480
H -1.15368 -1.40435 -1.55556
O -0.85311 -0.85612 -0.77159
```

Results
- 2S+1: 2
- Relative energy (zero: lowest compared OMol25 entry of this formula, charge and spin): 14.2 kcal/mol
- Net charge: +1
- Expectation value of S²: 0.753
- LUMO energy (spin up / spin down): -4.47 / -10.34 eV
- Kohn-Sham gap (spin up / spin down): 9.526 / 3.658 eV

***

(3)
# C3H2N4O2

A cluster of 2 separate species, C3H2N4O2 in total in a non-equilibrium geometry (ωB97M-V/def2-TZVPD, OMol25).

```
11
Properties=species:S:1:pos:R:3
C 0.06484 -0.40747 -0.41083
C -0.24949 1.00201 -0.68461
C -1.16729 1.50149 -1.66072
H 0.14973 -2.22866 -0.27088
H 1.00546 -1.38250 2.54856
N 0.17234 1.72175 0.26440
N 0.75575 1.06461 1.32159
N 0.67451 -0.29713 0.78701
N -2.31752 2.09963 -2.07770
O -0.33525 -1.50187 -0.96873
O 1.24692 -1.57187 1.15190
```

Results
- Relative energy (zero: lowest compared OMol25 entry of this formula, charge and spin): 175.7 kcal/mol
- Net charge: 0
- LUMO energy: -1.93 eV
- Kohn-Sham gap: 7.438 eV

***

(4)
# C14H22F7IN2O5S2

A cluster of 2 separate species, C14H22F7IN2O5S2 in total in a non-equilibrium geometry (ωB97M-V/def2-TZVPD, OMol25).

```
53
Properties=species:S:1:pos:R:3
C -3.99604 1.66931 1.28179
C -3.22950 1.36483 0.24118
N -2.11972 1.08408 -0.74521
I -2.55354 1.87448 -2.60524
C -0.80344 1.71694 -0.27619
C -0.87034 3.32455 -0.14081
C -0.14931 3.82796 1.24947
C 1.46375 3.66912 1.19414
C 2.08338 4.58876 2.40977
C 3.02114 3.72551 3.42504
O 3.32546 4.60856 4.56772
C 4.19279 3.94052 5.52156
C -1.90428 -0.41208 -0.71590
C -3.05809 -1.28735 -1.43382
C -2.41234 -2.13462 -2.65437
C -2.44644 -3.74260 -2.42800
F -2.13211 -4.14757 -1.08169
F -1.36144 -4.26016 -3.26074
C -3.80063 -4.45839 -2.94882
F -4.88787 -3.55555 -3.22541
F -4.23716 -5.48380 -2.02401
F -3.48069 -5.16409 -4.18035
H -4.48203 1.57323 2.33473
H -0.01621 1.44710 -1.08464
H -0.57843 1.25173 0.75396
H -0.29024 3.82093 -1.01232
H -1.93207 3.76916 -0.13798
H -0.52938 3.13949 2.11026
H -0.40509 4.91725 1.51509
H 1.82742 2.56773 1.27209
H 1.92813 4.10020 0.21278
H 2.71885 5.45807 1.99046
H 1.23597 5.04904 3.03766
H 2.47850 2.79490 3.86230
H 4.02454 3.41198 2.93437
H 4.77796 4.71309 6.14316
H 3.61075 3.27987 6.28187
H 4.97190 3.26992 4.99338
H -0.83412 -0.61249 -1.09072
H -1.90488 -0.71460 0.41372
H -3.44499 -2.05405 -0.64084
H -3.98449 -0.69423 -1.77143
H -1.28043 -1.87093 -2.77757
H -2.90884 -1.86736 -3.66400
N 1.97951 -5.71582 -2.38999
S 2.63967 -4.35120 -2.80687
O 4.01061 -4.38917 -3.27016
O 2.24714 -3.16361 -2.07252
F 1.87289 -4.10212 -4.19071
S 2.59565 -6.27682 -1.05581
O 2.26334 -7.66537 -0.80301
O 2.56645 -5.42891 0.11771
F 4.15443 -6.38367 -1.36965
```

Results
- Net charge: 0
- LUMO energy: -3.73 eV
- Kohn-Sham gap: 4.691 eV